10 unconnected molecules or ions with the total composition C33H84N4O17 in a non-equilibrium geometry, computed with ωB97M-V with the def2-TZVPD basis set.

ORCA input file:
```
! RIJCOSX wB97M-V def2-TZVPD def2/J DEFGRID3
* xyz 0 1
C -4.22389 -2.82932 -2.08899
C -3.86627 -3.23414 -0.67549
O -2.53198 -3.71102 -0.56683
O -3.96305 -3.89781 -2.99360
H -3.75448 -1.90371 -2.42265
H -5.29639 -2.59167 -2.08396
H -4.58714 -4.04201 -0.46423
H -4.06108 -2.44859 0.05044
H -2.45164 -4.35860 -1.28318
H -4.78864 -4.35378 -3.17438
C -1.56794 -3.79065 3.67138
C -0.28837 -4.54892 3.91895
O 0.13987 -4.39407 5.26131
O -1.37002 -2.40759 3.94410
H -2.39670 -4.17609 4.26255
H -1.86547 -3.94515 2.62150
H 0.48157 -4.22396 3.20914
H -0.49801 -5.61604 3.80849
H 0.20202 -3.43728 5.40258
H -0.61117 -2.12979 3.39668
C -0.32444 -1.30387 -0.05130
C 0.45349 -2.14640 0.91285
O 0.62251 -1.52742 2.20141
O 0.42254 -0.14290 -0.44259
H -1.30797 -1.08504 0.38394
H -0.51976 -1.94562 -0.92054
H 1.43812 -2.44905 0.54300
H -0.08837 -3.08021 1.08290
H 1.31327 -0.84284 2.15280
H 0.09054 0.11220 -1.31218
C 4.08082 -0.63748 -0.88462
C 5.37664 -0.51344 -1.62295
O 6.02309 0.71077 -1.26373
O 4.40771 -0.62615 0.50507
H 3.50670 -1.51675 -1.19826
H 3.49260 0.27392 -1.05018
H 5.22030 -0.53637 -2.70430
H 6.07604 -1.33768 -1.43602
H 6.29828 0.59732 -0.34719
H 3.61548 -0.36446 0.99553
C -0.16214 -2.94176 -5.67691
C -0.98244 -2.43439 -4.52999
O -2.36590 -2.51903 -4.84779
O -0.31709 -4.38279 -5.82680
H 0.91101 -2.81841 -5.51719
H -0.50687 -2.48834 -6.60110
H -0.72411 -1.39740 -4.26625
H -0.77643 -2.99705 -3.60650
H -2.75296 -3.12589 -4.20593
H -0.11425 -4.79032 -4.98001
C 1.19402 0.69565 5.99058
C 0.81680 -0.67108 5.47695
O 0.81415 -1.66215 6.55358
O 2.57002 0.84863 6.34221
H 0.58203 0.86093 6.88710
H 0.96309 1.44681 5.24049
H 1.49439 -1.02867 4.69826
H -0.23921 -0.66718 5.21329
H 1.63332 -1.60075 7.05357
H 2.78007 0.25905 7.07094
C -1.94861 -6.84708 0.85755
C -0.47657 -6.82010 1.18817
O 0.15638 -5.78592 0.42364
O -2.64520 -5.72607 1.38823
H -2.35958 -7.72461 1.36983
H -2.13197 -6.98307 -0.21567
H -0.02181 -7.79770 1.00033
H -0.39538 -6.57462 2.25204
H 1.09278 -5.79538 0.64290
H -2.43805 -4.97613 0.80183
C 2.04988 1.65857 2.66245
O 2.49267 0.65063 2.12054
N 2.54276 2.11850 3.86056
N 1.09720 2.45401 2.07568
H 2.22813 2.97874 4.26478
H 3.26989 1.58067 4.29666
H 0.82763 2.14329 1.15766
H 0.56868 3.11599 2.60871
C -3.36726 3.42663 1.46858
C -3.43261 1.90633 1.27493
C -4.89780 1.42038 1.38177
C -5.64103 1.63789 0.06237
C -4.86554 1.03521 -1.09554
C -3.47247 1.62402 -1.25969
N -2.81974 1.44185 0.03406
O -1.47709 1.96085 -0.07845
C -2.69617 0.80657 -2.27265
C -3.55288 3.07217 -1.77101
C -2.66909 1.25376 2.43720
H -2.31707 3.73752 1.40658
H -3.77844 3.80920 2.39960
H -3.80033 3.97587 0.63272
H -4.90734 0.36911 1.66785
H -5.34392 2.07021 2.13354
H -5.80218 2.70555 -0.10179
H -6.62363 1.16369 0.13685
H -5.43624 1.18893 -2.01660
H -4.78348 -0.04801 -0.94231
H -3.25799 0.50046 -3.15834
H -1.79749 1.30330 -2.64652
H -2.36033 -0.11955 -1.78512
H -3.64473 3.08601 -2.85704
H -4.32896 3.67204 -1.30767
H -2.59179 3.55476 -1.55864
H -2.96374 1.63248 3.41670
H -1.61172 1.56975 2.42861
H -2.67434 0.16929 2.33441
H -0.99027 1.21030 0.28720
C 3.77771 5.49679 -0.68351
C 3.39040 4.02993 -0.83622
C 1.87698 3.85466 -0.78808
C 1.19805 4.19546 -2.09340
C 1.80103 3.42465 -3.25266
C 3.31693 3.49162 -3.37503
N 3.91545 3.44301 -2.06502
O 5.31570 3.46941 -2.15910
C 3.79237 2.29378 -4.17981
C 3.70743 4.78745 -4.12875
C 4.00901 3.23941 0.31869
H 3.38259 5.91952 0.25162
H 4.85055 5.66596 -0.73738
H 3.28674 6.16177 -1.40597
H 1.72355 2.80686 -0.50799
H 1.49670 4.48899 0.01539
H 0.12656 4.00930 -1.98930
H 1.31152 5.26152 -2.32519
H 1.30641 3.72501 -4.18157
H 1.49182 2.36472 -3.17787
H 3.12967 2.09776 -5.02236
H 3.76792 1.39861 -3.54830
H 4.82111 2.39478 -4.52173
H 3.10865 4.89451 -5.03804
H 4.73395 4.67787 -4.48554
H 3.62336 5.67847 -3.51424
H 3.55427 3.52422 1.27523
H 3.79112 2.17037 0.22317
H 5.08693 3.36696 0.39446
H 5.58603 2.67610 -1.67494
*
```

Energy above the lowest of the compared OMol25 structures with the same formula, charge and spin   0.0 kcal/mol
SMILES   CC1(C)CCCC(C)(C)N1O.CC1(C)CCCC(C)(C)N1O.NC(N)=O.OCCO.OCCO.OCCO.OCCO.OCCO.OCCO.OCCO
F_max   1.765 eV Å⁻¹
LUMO   0.154 eV
Orbital gap   7.738 eV
Highest occupied orbital energy   -7.5832 eV
Molecular weight   809.0 Da

2 unconnected molecules or ions with the total composition C6H7N in a non-equilibrium geometry, computed with ωB97M-V with the def2-TZVPD basis set.

ORCA input file:
```
! RIJCOSX wB97M-V def2-TZVPD def2/J DEFGRID3
* xyz 0 1
C 0.82816 -0.86385 0.69505
C 1.10202 -1.01026 -0.78809
C 0.54173 0.55856 0.84778
C 1.10058 0.25344 -1.33933
C -3.29185 0.24898 0.37675
C 0.75402 1.19529 -0.34867
N -2.31244 -0.33373 0.46987
H 1.72038 -1.12383 1.36645
H 1.75315 -1.82051 -1.21568
H 0.05914 0.89179 1.77033
H 1.32437 0.48521 -2.40111
H -4.19729 0.83832 0.38383
H 0.01603 -1.49507 0.82197
H 0.60199 2.17566 -0.63913
*
```

Energy above the lowest of the compared OMol25 structures with the same formula, charge and spin   63.5 kcal/mol
SMILES   C1=CCC=C1.C#N
F_max   3.018 eV Å⁻¹
LUMO   0.981 eV
Orbital gap   8.960 eV
Highest occupied orbital energy   -7.9796 eV
Molecular weight   93.1 Da

A molecular structure, C37H30BrCsF3IN4O3S2 in a non-equilibrium geometry, computed with ωB97M-V with the def2-TZVPD basis set.

ORCA input file:
```
! RIJCOSX wB97M-V def2-TZVPD def2/J DEFGRID3
* xyz -2 1
Cs 0.48440 -0.70744 0.46247
C -2.38917 -3.35156 1.39001
C -2.82114 -2.19469 2.24602
N -3.37019 -2.42304 3.41595
C -3.79999 -1.37117 4.15314
C -3.74637 -0.07340 3.71019
C -4.32398 1.02378 4.56119
O -5.45664 1.67968 3.97608
C -3.19387 0.19786 2.44246
C -3.13936 1.58180 1.94627
N -3.19551 2.04056 0.75942
C -3.50284 1.25164 -0.36071
C -4.72073 0.57848 -0.43578
C -5.08771 -0.10384 -1.58749
C -4.24308 -0.12313 -2.68769
C -3.02492 0.54780 -2.62489
C -2.65474 1.23404 -1.47892
I -0.76733 2.13405 -1.33464
C -2.61414 -0.86694 1.70377
O -1.91380 -0.69707 0.65771
H -2.83235 -4.27491 1.75985
H -1.30176 -3.46188 1.38120
H -2.68903 -3.17004 0.35575
H -4.22795 -1.60530 5.12226
H -3.55276 1.75865 4.81466
H -4.68675 0.59558 5.49381
H -5.23175 1.91901 3.06975
H -3.02406 2.35485 2.71421
H -5.37847 0.59442 0.42690
H -6.03574 -0.62781 -1.61734
H -4.52151 -0.65773 -3.58899
H -2.34984 0.53448 -3.47300
S 3.17217 3.23893 -2.80650
C 2.81967 3.76048 -1.19345
C 3.62710 4.74835 -0.56719
C 3.37455 5.15359 0.72065
C 2.30684 4.59466 1.42395
C 1.54929 3.65552 0.75618
N 1.77731 3.24299 -0.49521
H 4.44562 5.16618 -1.13780
H 4.00321 5.90483 1.18917
H 2.07185 4.88125 2.44015
H 0.68712 3.20491 1.24300
Br 1.80478 2.16685 7.18224
C 1.50194 0.59845 6.11612
C 2.53772 -0.31450 5.98294
C 2.28715 -1.44094 5.21807
C 1.04018 -1.59966 4.63774
C 0.09239 -0.61140 4.83318
N 0.31776 0.48810 5.57212
H 3.49605 -0.13806 6.44809
H 3.05890 -2.18069 5.05151
H 0.82711 -2.46438 4.02172
H -0.89431 -0.67989 4.38463
F 2.31949 -4.35621 2.52027
C 2.47941 -3.13964 1.80112
F 3.39021 -2.46319 2.67350
F 3.36914 -3.55483 0.78623
O 0.52240 -1.03251 -1.97666
S 1.53284 -0.12842 -2.61905
C 2.90725 -1.20741 -3.08419
C 2.80792 -2.55983 -2.81332
C 3.87039 -3.39188 -3.14611
C 5.01178 -2.86328 -3.73338
C 5.10313 -1.49610 -3.97745
C 4.05127 -0.65769 -3.64611
C 0.93747 0.08918 -4.30931
C 1.45041 1.10052 -5.10859
C 0.99203 1.21198 -6.41479
C 0.02661 0.33573 -6.89670
C -0.49973 -0.64781 -6.06745
C -0.04518 -0.77378 -4.76167
H 1.91994 -2.94302 -2.32571
H 3.81006 -4.44976 -2.92525
H 5.84451 -3.51117 -3.98148
H 6.00423 -1.07949 -4.41095
H 4.11981 0.41528 -3.80242
H 2.15428 1.81016 -4.68747
H 1.37739 1.99922 -7.05124
H -0.32693 0.43014 -7.91653
H -1.27262 -1.31127 -6.43629
H -0.44883 -1.51722 -4.08394
*
```

Energy above the lowest of the compared OMol25 structures with the same formula, charge and spin   25.8 kcal/mol
F_max   3.489 eV Å⁻¹
LUMO   3.719 eV
Orbital gap   6.042 eV
Highest occupied orbital energy   -2.3231 eV
Molecular weight   1039.5 Da

A molecular structure, C6H12O2Si in a non-equilibrium geometry, computed with ωB97M-V with the def2-TZVPD basis set.

ORCA input file:
```
! RIJCOSX wB97M-V def2-TZVPD def2/J DEFGRID3
* xyz 0 1
O -1.37759 0.75340 0.20332
O 1.38394 1.59068 -0.25972
C 0.50048 -1.92365 -0.98211
C 0.87894 -1.96995 0.33666
C -2.25321 -0.32049 0.47972
C 0.89458 2.90410 -0.03965
C 0.22099 -0.64862 -1.62168
C 0.78557 -0.81018 1.25034
Si 0.22859 0.39620 0.01958
H 0.70228 -2.81558 -1.61221
H 1.15391 -2.92926 0.85935
H -2.44071 -0.14533 1.55718
H -3.17667 -0.29463 -0.09781
H -1.65063 -1.23475 0.38379
H 0.21765 3.29633 -0.79568
H 1.78776 3.62210 0.05228
H 0.25602 2.80952 0.82758
H 1.03402 -0.34570 -2.28816
H -0.77385 -0.62865 -2.03948
H 1.67545 -0.51731 1.77596
H -0.04752 -0.78824 1.99075
*
```

Energy above the lowest of the compared OMol25 structures with the same formula, charge and spin   17.3 kcal/mol
F_max   3.494 eV Å⁻¹
LUMO   0.919 eV
Orbital gap   9.966 eV
Highest occupied orbital energy   -9.0469 eV
Molecular weight   144.2 Da

6 unconnected molecules or ions with the total composition C30H47N6, computed with ωB97M-V with the def2-TZVPD basis set.

ORCA input file:
```
! RIJCOSX wB97M-V def2-TZVPD def2/J DEFGRID3
* xyz 1 1
C -3.09407 1.27884 3.70861
C -2.57401 1.99181 2.45514
C -2.59053 1.16680 1.15748
C -1.38068 0.27932 0.78390
C -1.86030 -0.81140 -0.16871
C -0.58812 -0.27890 1.99878
C 0.01117 -1.67776 1.80741
C 0.46092 -2.24211 3.14672
N 0.97592 -1.13468 4.05338
C 1.61137 0.00319 3.29287
C 0.59027 0.64452 2.35360
H -3.57510 1.98314 4.38753
H -2.30434 0.78594 4.28315
H -3.83415 0.51761 3.45085
H -3.18003 2.88220 2.28368
H -1.56938 2.38246 2.63979
H -3.48140 0.52802 1.18092
H -2.74869 1.85011 0.32065
H -0.67835 0.90416 0.21893
H -2.34964 -0.36747 -1.03721
H -1.04627 -1.43467 -0.54184
H -2.59273 -1.46861 0.30804
H -1.28941 -0.32788 2.84218
H 0.85042 -1.62854 1.10661
H -0.69657 -2.39023 1.38710
H 1.26372 -2.97161 3.05299
H -0.36566 -2.69976 3.68947
H 0.19925 -0.75959 4.59946
H 1.64255 -1.51810 4.72311
H 1.99577 0.70530 4.03063
H 2.45529 -0.43931 2.76459
H 0.26619 1.60255 2.75774
H 1.11700 0.86138 1.42267
N -2.96875 -4.31685 0.82233
C -3.21231 -4.70026 -0.46830
C -2.23724 -5.59074 -0.83205
C -1.37560 -5.75872 0.28559
C -1.85477 -4.96313 1.29097
H -3.53282 -3.68040 1.35494
H -4.05389 -4.30518 -1.01219
H -2.14157 -6.08127 -1.78680
H -0.51473 -6.40339 0.34374
H -1.51345 -4.82585 2.30378
N 3.69405 1.38948 -1.15399
C 2.35685 1.28170 -0.86930
C 1.88886 0.14912 -1.48307
C 2.98392 -0.45020 -2.16299
C 4.08024 0.33749 -1.94036
H 4.31416 2.10739 -0.82367
H 1.84375 2.00964 -0.26305
H 0.86838 -0.19926 -1.46975
H 2.96456 -1.34837 -2.75668
H 5.09819 0.23906 -2.27634
N 2.59788 4.28434 1.17742
C 2.17670 5.34947 1.92547
C 2.29246 5.01058 3.24646
C 2.80881 3.68678 3.29790
C 2.99158 3.26860 2.00603
H 2.61403 4.26467 0.17392
H 1.83607 6.26080 1.46506
H 2.04776 5.64463 4.08158
H 3.04063 3.12246 4.18710
H 3.35787 2.33347 1.61483
N -3.29960 -5.94008 -4.41037
C -3.82113 -7.01474 -5.07913
C -3.14224 -7.14061 -6.26076
C -2.17411 -6.10013 -6.30763
C -2.29683 -5.37585 -5.15279
H -3.61608 -5.60718 -3.51914
H -4.62375 -7.59701 -4.66026
H -3.31816 -7.89406 -7.00989
H -1.47086 -5.90702 -7.10025
H -1.75939 -4.51256 -4.79906
N 2.83971 5.61337 -2.74556
C 2.92015 6.13261 -4.01016
C 2.47935 7.42630 -3.96315
C 2.11558 7.70158 -2.61756
C 2.34942 6.56747 -1.88941
H 3.09208 4.67165 -2.51080
H 3.28179 5.53979 -4.83262
H 2.42304 8.10302 -4.79879
H 1.72709 8.62848 -2.23024
H 2.20193 6.37216 -0.84117
*
```

F_max   0.294 eV Å⁻¹
LUMO   -3.089 eV
Orbital gap   6.541 eV
Highest occupied orbital energy   -9.6296 eV
Molecular weight   491.7 Da